Computed, not measured: a cluster of 6 separate species, C3H14N2O5 in total, with ωB97M-V/def2-TZVPD.

Atoms and positions in Å:
C1 -1.95 -0.48 -2.14
C2 -1.87 0.79 -1.67
N1 -0.57 1.26 -1.89
C3 0.15 0.14 -2.37
N2 -0.67 -0.84 -2.55
H1 -2.77 -1.17 -2.28
H2 -2.77 1.32 -1.39
H3 -0.21 2.19 -1.81
H4 1.11 0.18 -2.83
O1 -0.35 1.29 1.44
H5 0.06 2.14 1.26
H6 -0.68 1.07 0.57
O2 -0.60 -1.09 2.86
H7 -0.81 -0.28 3.33
H8 -0.46 -1.87 3.41
O3 -0.27 -3.02 -0.23
H9 -0.37 -2.59 0.62
H10 -0.59 -2.41 -0.91
O4 3.18 1.18 -0.01
H11 3.81 0.54 0.31
H12 2.32 1.07 0.41
O5 1.74 -0.04 1.96
H13 1.75 0.91 2.13
H14 0.83 -0.31 1.78

Output
**Lowest unoccupied orbital energy**: 0.100 eV
**Net charge**: 0
**DFT total energy**: -608.38577 hartree
**Energy relative to the best compared isomer or geometry (same formula, charge and spin)**: 11.3 kcal per mole
**SMILES string**: c1c[nH]cn1.O.O.O.O.O

Löwdin analysis output, partial charges in e: number 1, C, carries -0.138; number 2, C, carries -0.135; number 3, N, carries 0.052; number 4, C, carries -0.165; number 5, N, carries 0.019; number 6, H, carries 0.107; number 7, H, carries 0.108; number 8, H, carries 0.134; number 9, H, carries 0.120; number 10, O, carries -0.046; number 11, H, carries 0.066; number 12, H, carries 0.019; number 13, O, carries -0.052; number 14, H, carries 0.044; number 15, H, carries 0.065; number 16, O, carries -0.062; number 17, H, carries 0.009; number 18, H, carries -0.013; number 19, O, carries -0.078; number 20, H, carries 0.034; number 21, H, carries -0.018; number 22, O, carries -0.092; number 23, H, carries 0.025; number 24, H, carries -0.002

=====

Computed, not measured: an isolated molecule of C4H8O, with ωB97M-V/def2-TZVPD.

Atoms and positions in Å:
C1 -1.36 -0.44 -0.19
C2 0.06 0.11 -0.40
C3 1.13 -0.74 0.28
C4 0.19 1.54 0.13
O1 -0.39 1.94 1.10
H1 -1.99 -0.05 -0.99
H2 -1.71 -0.18 0.81
H3 -1.30 -1.53 -0.09
H4 0.32 0.10 -1.47
H5 1.07 -1.74 -0.16
H6 0.95 -0.80 1.35
H7 2.13 -0.38 0.06
H8 0.91 2.16 -0.44

Output
**Lowest unoccupied orbital energy**: 1.040 eV
**Net charge**: 0
**DFT total energy**: -232.42923 hartree
**Energy relative to the best compared isomer or geometry (same formula, charge and spin)**: 10.3 kcal per mole
**SMILES string**: CC(C)C=O

Löwdin analysis output, partial charges in e: number 1, C, carries -0.063; number 2, C, carries -0.397; number 3, C, carries -0.078; number 4, C, carries -0.251; number 5, O, carries 0.066; number 6, H, carries 0.078; number 7, H, carries 0.077; number 8, H, carries 0.074; number 9, H, carries 0.127; number 10, H, carries 0.079; number 11, H, carries 0.088; number 12, H, carries 0.078; number 13, H, carries 0.123

=====

Computed, not measured: a structure of composition C23H18AlClN5O5, with ωB97M-V/def2-TZVPD.

Atoms and positions in Å:
Al1 0.19 1.11 0.01
Cl1 -6.41 1.61 2.92
C1 -4.86 1.72 2.15
C2 -4.49 2.92 1.53
C3 -3.28 3.02 0.90
C4 -2.39 1.93 0.88
O1 -1.24 2.03 0.25
C5 -2.73 0.75 1.58
C6 -1.74 -0.24 1.84
N1 -0.53 -0.20 1.37
C7 0.48 -0.99 1.91
C8 0.39 -2.20 2.55
C9 1.54 -2.82 3.05
C10 2.77 -2.23 2.97
C11 2.90 -0.97 2.36
C12 4.11 -0.24 2.27
C13 4.12 0.98 1.65
C14 2.94 1.46 1.07
N2 1.80 0.80 1.12
C15 1.75 -0.37 1.78
C16 -4.00 0.65 2.19
H1 -5.17 3.76 1.55
H2 -2.98 3.93 0.40
H3 -2.00 -0.99 2.58
H4 -0.56 -2.71 2.64
H5 1.44 -3.79 3.52
H6 3.65 -2.71 3.36
H7 5.01 -0.65 2.71
H8 5.02 1.57 1.58
H9 2.91 2.40 0.53
H10 -4.29 -0.26 2.68
O2 1.14 2.11 -1.05
N3 0.89 2.12 -2.38
C17 -0.95 -3.65 -2.39
N4 -0.99 -2.21 -2.43
C18 -1.64 -1.53 -3.39
C19 -1.55 -0.17 -3.50
C20 -0.72 0.48 -2.56
O3 -0.44 1.76 -2.71
N5 -0.22 -0.17 -1.51
C21 -0.28 -1.54 -1.42
O4 0.24 -2.15 -0.53
H11 -1.46 -4.06 -3.25
H12 -1.43 -4.00 -1.47
H13 0.08 -3.99 -2.36
H14 -2.20 -2.12 -4.10
H15 -2.03 0.38 -4.29
C22 3.22 1.81 -2.90
C23 1.81 1.39 -3.16
O5 1.43 0.57 -3.96
H16 3.75 1.86 -3.85
H17 3.71 1.05 -2.29
H18 3.25 2.77 -2.39

Output
**Lowest unoccupied orbital energy**: -3.720 eV
**Net charge**: +1
**DFT total energy**: -2239.83021 hartree
**Energy relative to the best compared isomer or geometry (same formula, charge and spin)**: 29.9 kcal per mole

Löwdin analysis output, partial charges in e: number 1, Al, carries 0.107; number 2, Cl, carries 0.699; number 3, C, carries -0.668; number 4, C, carries -0.063; number 5, C, carries 0.025; number 6, C, carries -0.251; number 7, O, carries 0.040; number 8, C, carries -0.118; number 9, C, carries 0.025; number 10, N, carries 0.096; number 11, C, carries -0.198; number 12, C, carries 0.015; number 13, C, carries -0.038; number 14, C, carries -0.006; number 15, C, carries -0.124; number 16, C, carries 0.040; number 17, C, carries -0.006; number 18, C, carries -0.044; number 19, N, carries 0.114; number 20, C, carries -0.113; number 21, C, carries -0.045; number 22, H, carries 0.116; number 23, H, carries 0.130; number 24, H, carries 0.146; number 25, H, carries 0.121; number 26, H, carries 0.117; number 27, H, carries 0.122; number 28, H, carries 0.131; number 29, H, carries 0.119; number 30, H, carries 0.130; number 31, H, carries 0.117; number 32, O, carries -0.069; number 33, N, carries -0.049; number 34, C, carries 0.009; number 35, N, carries -0.023; number 36, C, carries 0.007; number 37, C, carries 0.062; number 38, C, carries -0.294; number 39, O, carries 0.099; number 40, N, carries 0.226; number 41, C, carries -0.438; number 42, O, carries 0.113; number 43, H, carries 0.100; number 44, H, carries 0.106; number 45, H, carries 0.109; number 46, H, carries 0.148; number 47, H, carries 0.135; number 48, C, carries 0.033; number 49, C, carries -0.429; number 50, O, carries 0.132; number 51, H, carries 0.100; number 52, H, carries 0.096; number 53, H, carries 0.090

=====

Computed, not measured: a cluster of 16 separate species, H31O16 in total, with ωB97M-V/def2-TZVPD.

Atoms and positions in Å:
O1 -1.08 2.74 -0.61
H1 -3.21 0.26 3.32
H2 3.49 0.48 1.76
O2 1.83 -2.59 5.31
H3 -0.74 1.84 -0.60
H4 -0.29 3.21 -0.30
O3 -1.49 -1.86 0.17
H5 0.92 -2.37 5.08
H6 2.32 -0.62 1.90
O4 2.74 0.60 1.16
H7 0.76 1.09 3.20
H8 2.28 -1.89 4.82
O5 0.24 0.30 3.40
H9 -1.52 -0.40 -2.77
H10 -0.44 0.64 5.88
O6 4.99 0.40 -0.32
H11 4.03 0.39 -0.19
H12 5.44 1.01 0.23
O7 -2.61 0.32 -1.31
H13 -3.50 0.59 -1.08
H14 -1.97 1.01 -1.09
O8 -0.21 3.16 -4.17
H15 0.27 2.33 -4.07
H16 -0.60 -1.93 0.54
O9 -0.76 0.46 -5.55
H17 -1.70 0.39 -5.75
O10 -2.80 -1.89 -5.27
H18 -3.18 -1.86 -4.38
H19 -1.87 -1.95 -5.01
O11 2.16 -1.63 2.16
H20 -1.58 -1.03 -0.32
H21 0.83 -0.46 3.36
O12 -1.21 1.16 6.06
H22 1.70 0.92 -1.20
H23 -1.87 1.26 5.38
O13 1.07 -1.27 -0.06
H24 1.03 -1.93 -0.75
H25 1.94 -1.13 0.37
O14 -3.97 0.04 2.77
H26 -0.01 -0.81 -2.64
H27 -3.53 -0.17 1.94
O15 -0.81 -0.93 -3.16
H28 -0.71 0.30 -4.60
H29 -0.62 3.22 -3.30
O16 0.91 0.63 -1.68
H30 2.85 -2.28 2.26
H31 0.46 0.27 -0.87

Output
**Lowest unoccupied orbital energy**: 2.174 eV
**Net charge**: -1
**DFT total energy**: -1222.45412 hartree
**Energy relative to the best compared isomer or geometry (same formula, charge and spin)**: 72.8 kcal per mole

Löwdin analysis output, partial charges in e: number 1, O, carries -0.043; number 2, H, carries 0.014; number 3, H, carries -0.048; number 4, O, carries -0.068; number 5, H, carries -0.006; number 6, H, carries 0.064; number 7, O, carries -0.073; number 8, H, carries 0.027; number 9, H, carries -0.029; number 10, O, carries -0.392; number 11, H, carries 0.034; number 12, H, carries 0.016; number 13, O, carries -0.059; number 14, H, carries 0.019; number 15, H, carries 0.011; number 16, O, carries -0.090; number 17, H, carries -0.025; number 18, H, carries 0.003; number 19, O, carries -0.027; number 20, H, carries 0.077; number 21, H, carries 0.012; number 22, O, carries -0.063; number 23, H, carries 0.015; number 24, H, carries 0.010; number 25, O, carries -0.073; number 26, H, carries 0.022; number 27, O, carries -0.068; number 28, H, carries 0.028; number 29, H, carries 0.020; number 30, O, carries -0.166; number 31, H, carries -0.033; number 32, H, carries -0.011; number 33, O, carries -0.058; number 34, H, carries 0.052; number 35, H, carries 0.013; number 36, O, carries -0.105; number 37, H, carries 0.069; number 38, H, carries 0.035; number 39, O, carries -0.055; number 40, H, carries 0.023; number 41, H, carries 0.025; number 42, O, carries -0.061; number 43, H, carries -0.018; number 44, H, carries 0.010; number 45, O, carries -0.090; number 46, H, carries 0.036; number 47, H, carries 0.025

=====

> The highest energy relative to the best compared isomer or geometry (same formula, charge and spin) belongs to which entry?

H31O16

=====

> Which value of net charge does entry 4 give?

-1